This record from the OMol25 dataset describes one molecule with the formula C7H7N3O. The level of theory is the ωB97M-V functional and the def2-TZVPD basis.

```
18
Properties=species:S:1:pos:R:3:nbo_charge:R:1
C 1.32934 -0.81579 -0.77050 0.421
C 0.28575 -0.03242 -1.38463 -0.428
C -0.58883 0.52431 -0.40783 0.221
C -2.33405 1.80913 0.58992 -0.096
C -1.89179 0.68663 1.42220 -0.235
C -0.90459 -0.13886 0.78855 -0.308
C 0.10512 -0.91535 1.44773 0.688
H 2.93001 -0.55506 -2.13068 0.386
H 2.63228 -2.29534 -1.23717 0.405
H 0.46229 0.44896 -2.27298 0.216
H -1.31889 2.40503 -1.41547 0.404
H -3.12639 2.64883 0.68368 0.247
H -2.40237 0.12859 2.36446 0.239
H 2.25358 -1.61221 0.99168 0.437
N 2.54766 -1.28626 -1.18703 -0.837
N -1.62064 1.52938 -0.58070 -0.532
N 1.24697 -1.33693 0.52097 -0.642
O 0.39457 -1.19264 2.57778 -0.586
```

The value obtained for the HOMO-LUMO gap is 7.800 eV. The value obtained for the HOMO energy is -7.25 eV. The value obtained for the total energy is -510.3162 Ha. As for the LUMO energy: 0.0202 Ha. Its energy relative to the best compared isomer or geometry (same formula, charge and spin) is 441.2 kJ/mol.